(1)
The following is a DFT calculation (wB97M-V/def2-TZVPD) of a 2-piece molecular cluster, CH3OP overall.

Last columns: bonded neighbours and bond lengths (Å).
Positions of all 6 atoms, in Å:
1 C 0.758 -0.153 -0.159  O2 1.173, P3 1.802
2 O 1.875 -0.012 0.167  C1 1.173
3 P -0.822 0.704 -0.029  C1 1.802, H5 1.477, H6 1.542
4 H 0.676 -1.257 -1.374  no bonds
5 H -0.935 1.366 1.286  P3 1.477
6 H -1.552 -0.647 0.109  P3 1.542

Properties
ΔE to the lowest compared entry with this formula, charge and spin, kJ/mol: 269.46
Multiplicity: 1
HOMO energy, eV: -9.2892
Gap between HOMO and LUMO, eV: 9.59


(2)
The following is a DFT calculation (wB97M-V/def2-TZVPD) of one molecule with the formula C5H12N2.

Last columns: bonded neighbours and bond lengths (Å).
Positions of all 19 atoms, in Å:
1 C 0.325 -0.719 2.710  C2 1.513, H8 1.094, H9 1.098, H10 1.093
2 C 0.741 -0.014 1.437  C1 1.513, C3 1.553, H11 1.083, H12 1.095
3 C -0.475 0.397 0.564  C2 1.553, C4 1.489, H13 1.092, H14 1.094
4 C -0.282 0.176 -0.896  C3 1.489, N5 1.442, C6 1.336
5 N 0.137 -1.123 -1.358  C4 1.442, H15 1.011, H16 1.007
6 C -0.663 1.069 -1.813  C4 1.336, N7 1.388, H17 1.075
7 N -0.465 0.877 -3.173  C6 1.388, H18 0.998, H19 1.005
8 H 1.088 -0.706 3.494  C1 1.094
9 H -0.499 -0.233 3.249  C1 1.098
10 H 0.046 -1.767 2.565  C1 1.093
11 H 1.379 0.838 1.636  C2 1.083
12 H 1.365 -0.720 0.879  C2 1.095
13 H -0.737 1.430 0.803  C3 1.092
14 H -1.312 -0.166 0.990  C3 1.094
15 H 1.113 -1.069 -1.615  N5 1.011
16 H -0.076 -1.794 -0.638  N5 1.007
17 H -1.083 2.021 -1.541  C6 1.075
18 H -0.055 1.565 -3.770  N7 0.998
19 H -0.549 -0.061 -3.525  N7 1.005

Properties
SMILES: CCC/C(N)=C/N
ΔE to the lowest compared entry with this formula, charge and spin, kJ/mol: 103.80
Multiplicity: 1
HOMO energy, eV: -7.4387
Gap between HOMO and LUMO, eV: 8.52